{"formula": "C5H8S2", "method": "the ωB97M-V functional and the def2-TZVPD basis", "total_charge": 0, "orbital_gap_ev": 9.0, "de_lowest_kcal_mol": 26.8, "smiles": "C1S[C@H]2C[C@@H]1CS2", "energy_ha": -991.643625, "elements": ["C", "S", "C", "C", "C", "C", "S", "H", "H", "H", "H", "H", "H", "H", "H"], "positions_angstrom": [[-1.21, -0.08, -1.13], [0.39, 0.88, -1.51], [1.12, 0.01, -0.11], [0.59, -1.37, -0.06], [-0.90, -1.09, -0.04], [-1.11, -0.34, 1.21], [0.45, 0.61, 1.55], [-1.63, -0.62, -1.99], [-2.07, 0.66, -0.64], [2.24, 0.20, -0.21], [0.93, -2.04, 0.77], [0.86, -2.13, -0.93], [-1.36, -2.09, -0.13], [-2.05, 0.30, 1.09], [-1.22, -0.86, 2.19]]}

=====

{"formula": "C5H8S2", "method": "the ωB97M-V functional and the def2-TZVPD basis", "total_charge": 0, "orbital_gap_ev": 8.9, "de_lowest_kcal_mol": 25.7, "smiles": "C[C@H]1SC=C[C@@H]1S", "energy_ha": -991.645342, "elements": ["C", "C", "S", "C", "C", "C", "S", "H", "H", "H", "H", "H", "H", "H", "H"], "positions_angstrom": [[0.75, -0.46, 1.81], [-0.09, 0.40, 0.89], [0.78, 1.82, 0.16], [0.86, 1.09, -1.41], [0.18, -0.05, -1.53], [-0.55, -0.56, -0.27], [-2.38, -0.45, -0.60], [1.66, -0.75, 1.36], [0.14, -1.31, 1.91], [1.09, -0.01, 2.77], [-0.98, 0.72, 1.43], [1.44, 1.58, -2.10], [-0.09, -0.46, -2.49], [-0.19, -1.59, -0.08], [-2.61, 0.04, -1.87]]}

=====

{"formula": "C5H9BNO5", "method": "the ωB97M-V functional and the def2-TZVPD basis", "total_charge": -1, "orbital_gap_ev": 5.5, "de_lowest_kcal_mol": 0.0, "energy_ha": -651.819554, "elements": ["C", "C", "O", "O", "C", "O", "C", "N", "C", "B", "O", "O", "H", "H", "H", "H", "H", "H", "H", "H", "H"], "positions_angstrom": [[1.05, 2.32, 0.19], [-0.31, 2.58, 0.82], [-0.88, 3.64, 0.77], [-0.79, 1.55, 1.56], [-1.21, 0.29, 1.03], [-1.34, -0.57, 1.83], [-1.46, 0.27, -0.50], [-1.11, -0.90, -1.17], [0.33, -1.08, -1.20], [0.61, -2.40, -0.41], [1.45, -2.44, 0.74], [0.06, -3.61, -0.79], [1.77, 3.00, 0.67], [1.38, 1.29, 0.30], [1.00, 2.58, -0.88], [-0.98, 1.23, -0.86], [-2.56, 0.43, -0.55], [0.89, -0.27, -0.68], [0.77, -1.10, -2.22], [0.93, -2.50, 1.55], [0.40, -4.31, -0.21]]}

=====

{"formula": "C5H9BNO8PS", "method": "the ωB97M-V functional and the def2-TZVPD basis", "total_charge": 0, "orbital_gap_ev": 9.1, "de_lowest_kcal_mol": 25.4, "smiles": "CB(O)[C@H]1OC(=O)O[C@@]1(CON=O)P(O)(O)=S", "energy_ha": -1616.983393, "elements": ["C", "B", "O", "C", "O", "C", "O", "O", "C", "C", "O", "N", "O", "P", "O", "O", "S", "H", "H", "H", "H", "H", "H", "H", "H", "H"], "positions_angstrom": [[-2.49, -0.95, -0.85], [-1.86, 0.46, -1.20], [-2.67, 1.36, -1.92], [-0.41, 1.04, -0.79], [-0.76, 2.10, 0.14], [-1.23, 1.32, 1.22], [-2.14, 1.54, 1.88], [-0.36, 0.25, 1.33], [0.54, 0.22, 0.17], [1.65, 1.26, 0.58], [2.96, 0.73, 0.84], [2.86, 0.01, 2.05], [3.84, 0.14, 2.67], [1.01, -1.50, -0.34], [2.58, -1.87, -0.13], [0.21, -2.48, 0.69], [0.58, -1.89, -2.19], [-3.13, -0.82, 0.06], [-1.78, -1.76, -0.65], [-3.16, -1.31, -1.66], [-3.38, 1.70, -1.34], [0.24, 1.31, -1.65], [1.77, 2.00, -0.23], [1.37, 1.86, 1.47], [3.13, -1.35, -0.74], [0.61, -3.37, 0.60]]}

=====

{"formula": "C5H9BeO3", "method": "the ωB97M-V functional and the def2-TZVPD basis", "total_charge": 1, "orbital_gap_ev": 7.1, "de_lowest_kcal_mol": 30.4, "energy_ha": -436.055163, "elements": ["O", "C", "O", "Be", "O", "C", "C", "H", "H", "C", "H", "H", "H", "C", "H", "H", "H", "H"], "positions_angstrom": [[-0.71, 0.95, 0.76], [0.05, 1.98, 1.37], [-0.43, 2.99, 0.80], [-0.59, 1.65, -0.51], [0.92, 1.56, -0.94], [1.60, 0.71, -1.61], [-0.81, -0.34, 1.39], [0.18, -0.79, 1.48], [-1.18, -0.13, 2.41], [-1.72, -1.23, 0.58], [-2.73, -0.81, 0.52], [-1.28, -1.39, -0.42], [-1.78, -2.21, 1.06], [1.65, -0.69, -1.14], [1.72, 0.88, -2.69], [2.69, -0.92, -0.83], [1.40, -1.36, -1.98], [1.02, -0.85, -0.26]]}

=====

{"formula": "C5H9BrClNO3PS", "method": "the ωB97M-V functional and the def2-TZVPD basis", "total_charge": -1, "orbital_gap_ev": 7.4, "smiles": "CCSCN[C@](Br)(C(=O)[O-])P(O)Cl", "energy_ha": -4250.253403, "elements": ["C", "C", "S", "C", "N", "C", "Br", "C", "O", "O", "P", "O", "Cl", "H", "H", "H", "H", "H", "H", "H", "H", "H"], "positions_angstrom": [[3.51, -0.52, 0.45], [3.17, 0.47, -0.69], [1.70, -0.02, -1.63], [0.44, 0.00, -0.29], [-0.80, -0.49, -0.82], [-1.91, -0.36, 0.04], [-1.59, -0.98, 1.92], [-3.16, -1.17, -0.51], [-3.88, -1.74, 0.33], [-3.34, -1.14, -1.74], [-2.47, 1.44, 0.08], [-4.04, 1.29, 0.54], [-1.48, 2.36, 1.71], [3.26, -1.51, 0.09], [4.56, -0.47, 0.73], [2.91, -0.33, 1.34], [2.95, 1.43, -0.21], [4.04, 0.56, -1.33], [0.33, 1.04, -0.01], [0.86, -0.60, 0.52], [-0.72, -1.43, -1.20], [-4.36, 2.19, 0.66]]}

=====

{"formula": "C5H9BrN", "method": "the ωB97M-V functional and the def2-TZVPD basis", "total_charge": 1, "orbital_gap_ev": [7.2, 9.7], "de_lowest_kcal_mol": 123.6, "energy_ha": -2824.183831, "elements": ["C", "C", "C", "C", "C", "N", "Br", "H", "H", "H", "H", "H", "H", "H", "H", "H"], "positions_angstrom": [[2.72, 2.32, -0.02], [2.28, 1.12, 0.22], [-1.76, -1.44, 0.69], [-1.56, -1.61, -0.83], [-0.65, 0.75, 0.00], [-0.73, -0.66, -0.02], [2.53, -0.68, 0.21], [3.79, 2.50, 0.02], [2.08, 3.20, 0.03], [-2.64, -0.80, 0.89], [-1.32, -2.33, 1.35], [-1.00, -2.51, -1.22], [-2.21, -0.98, -1.52], [-0.87, 1.04, 1.02], [-0.81, 1.10, -1.02], [0.15, -1.03, 0.20]]}

=====

{"formula": "C5H9BrN", "method": "the ωB97M-V functional and the def2-TZVPD basis", "total_charge": 1, "orbital_gap_ev": 10.1, "de_lowest_kcal_mol": 52.2, "energy_ha": -2824.297493, "elements": ["C", "C", "C", "C", "C", "N", "Br", "H", "H", "H", "H", "H", "H", "H", "H", "H"], "positions_angstrom": [[0.49, 1.50, -1.11], [0.80, -0.87, 0.24], [-1.29, 0.25, 0.89], [1.18, 0.67, -0.10], [0.11, 1.65, 0.34], [-0.64, -0.93, 0.23], [-0.05, 3.22, 1.41], [1.15, 2.32, -1.51], [-0.23, 1.28, -1.94], [1.28, -1.44, -0.55], [1.31, -0.95, 1.21], [-1.23, 0.39, 2.04], [-2.40, 0.52, 0.63], [2.10, 0.97, 0.15], [-1.02, -0.89, -0.75], [-0.92, -1.81, 0.65]]}

=====

{"formula": "C5H9CaMgO3", "method": "the ωB97M-V functional and the def2-TZVPD basis", "multiplicity": 2, "total_charge": 0, "orbital_gap_ev": [4.3, 6.1], "s_squared": 0.755, "energy_ha": -1299.254962, "elements": ["O", "Ca", "C", "C", "O", "C", "C", "O", "C", "Mg", "H", "H", "H", "H", "H", "H", "H", "H", "H"], "positions_angstrom": [[-2.35, 0.68, 1.98], [-3.26, -1.13, 2.55], [-1.41, 2.64, 1.05], [-1.47, 1.31, 1.28], [-0.54, 0.42, 0.72], [0.44, 0.91, -0.19], [1.36, -0.25, -0.51], [0.55, -1.36, -0.88], [1.28, -2.41, -1.50], [-1.15, -1.65, 0.33], [-0.77, 3.08, 0.29], [-2.01, 3.29, 1.68], [1.03, 1.71, 0.28], [-0.05, 1.30, -1.09], [1.98, -0.52, 0.36], [2.02, 0.03, -1.35], [0.61, -3.27, -1.59], [1.61, -2.09, -2.50], [2.15, -2.69, -0.89]]}

=====

{"formula": "C5H9Cl", "method": "the ωB97M-V functional and the def2-TZVPD basis", "total_charge": 0, "orbital_gap_ev": 10.6, "de_lowest_kcal_mol": 19.0, "smiles": "C=C(C)CCCl", "energy_ha": -656.067553, "elements": ["C", "C", "C", "C", "C", "Cl", "H", "H", "H", "H", "H", "H", "H", "H", "H"], "positions_angstrom": [[0.34, 0.44, 2.69], [0.38, -0.28, 1.59], [1.35, -1.39, 1.25], [-0.57, 0.01, 0.37], [0.17, 0.59, -0.84], [-0.84, 0.34, -2.32], [-0.27, 1.35, 2.81], [0.88, 0.16, 3.61], [1.85, -1.38, 0.29], [0.71, -2.33, 1.26], [2.11, -1.46, 2.05], [-1.18, 0.89, 0.75], [-1.14, -0.92, 0.10], [1.07, 0.03, -0.99], [0.26, 1.65, -0.80]]}

=====

{"formula": "C5H9Cl", "method": "the ωB97M-V functional and the def2-TZVPD basis", "total_charge": 0, "orbital_gap_ev": 10.7, "de_lowest_kcal_mol": 13.3, "smiles": "C=C(CC)CCl", "energy_ha": -656.076579, "elements": ["C", "C", "C", "C", "C", "Cl", "H", "H", "H", "H", "H", "H", "H", "H", "H"], "positions_angstrom": [[0.47, 1.93, -0.23], [-0.09, 0.72, -0.12], [0.59, -0.46, -0.74], [0.63, -1.65, 0.19], [-1.32, 0.45, 0.67], [-2.67, -0.18, -0.43], [1.38, 2.12, -0.84], [-0.02, 2.81, 0.24], [0.21, -0.80, -1.67], [1.60, -0.10, -0.97], [1.01, -1.31, 1.14], [1.36, -2.39, -0.18], [-0.33, -2.12, 0.33], [-1.75, 1.29, 1.14], [-1.06, -0.31, 1.46]]}

=====

{"formula": "C5H9Cl", "method": "the ωB97M-V functional and the def2-TZVPD basis", "total_charge": 0, "orbital_gap_ev": 10.9, "de_lowest_kcal_mol": 13.1, "smiles": "C=CC(C)(C)Cl", "energy_ha": -656.076942, "elements": ["C", "C", "C", "C", "C", "Cl", "H", "H", "H", "H", "H", "H", "H", "H", "H"], "positions_angstrom": [[2.27, -0.64, -0.07], [1.15, -0.26, -0.71], [-0.04, 0.35, -0.04], [-0.53, 1.55, -0.78], [0.19, 0.70, 1.43], [-1.38, -0.96, 0.00], [2.42, -0.40, 1.00], [3.08, -1.14, -0.64], [0.90, -0.45, -1.81], [-1.37, 2.08, -0.26], [-0.89, 1.32, -1.82], [0.29, 2.31, -0.87], [-0.71, 1.02, 1.87], [0.97, 1.42, 1.47], [0.58, -0.16, 2.07]]}

=====

{"formula": "C5H9Cl", "method": "the ωB97M-V functional and the def2-TZVPD basis", "multiplicity": 3, "total_charge": 0, "orbital_gap_ev": [6.4, 8.2], "s_squared": 2.008, "de_lowest_kcal_mol": 0.0, "energy_ha": -655.884266, "elements": ["C", "C", "C", "C", "C", "Cl", "H", "H", "H", "H", "H", "H", "H", "H", "H"], "positions_angstrom": [[-1.91, -0.73, 1.28], [-0.69, -0.27, 0.98], [-0.03, 1.03, -1.09], [1.68, -0.49, -0.27], [0.24, -0.31, -0.55], [0.08, 0.88, 2.04], [-2.29, -0.59, 2.27], [-2.56, -1.32, 0.64], [0.20, 1.87, -0.35], [-1.10, 1.33, -1.21], [0.53, 1.33, -2.02], [2.07, -1.45, 0.14], [2.14, -0.46, -1.27], [1.90, 0.32, 0.38], [-0.25, -1.14, -0.98]]}